127
Properties=species:S:1:pos:R:3 method="wB97M-V/def2-TZVPD" e_lumo_ev=-0.517 homo_energy_ev=-7.236
Cs -1.5123 -3.8215 -2.1475
C 0.1204 -0.8622 -0.9434
C -0.6153 -1.0862 0.3949
C -0.8789 0.2687 1.0395
O -1.7336 -1.9141 0.4021
H -0.5101 -0.4546 -1.7425
H 0.4375 -1.8461 -1.2968
H 1.0588 -0.3172 -0.8456
H 0.1406 -1.6402 0.9894
H -0.0363 0.9695 1.0330
H -1.1364 0.1033 2.0884
H -1.6946 0.8325 0.5738
C 4.8940 -2.6165 -4.4378
C 5.0792 -2.7022 -2.9061
C 3.8593 -2.1801 -2.1494
S 2.4597 -2.3900 -3.3307
O 1.8136 -1.1340 -3.6172
O 1.6677 -3.5271 -2.9293
C 3.4440 -2.9500 -4.7506
H 5.5462 -3.3082 -4.9720
H 5.2135 -1.6550 -4.8451
H 6.0187 -2.2469 -2.5893
H 5.2703 -3.7417 -2.6168
H 3.9690 -1.0989 -2.0657
H 3.6362 -2.6627 -1.2054
H 2.9026 -2.5562 -5.6091
H 3.3029 -4.0279 -4.6807
C -2.2980 -0.0031 -5.4063
C -2.9287 -0.5175 -6.7408
C -2.2816 -1.7988 -7.2479
S -0.8264 -2.0211 -6.1820
O 0.3957 -2.2113 -6.9558
O -1.1697 -2.9501 -5.1141
C -0.8135 -0.3160 -5.5036
H -2.8562 -0.5016 -4.6119
H -2.5836 1.0399 -5.2745
H -2.8270 0.2579 -7.5048
H -4.0106 -0.5943 -6.6252
H -1.9936 -1.7267 -8.2924
H -2.8826 -2.6973 -7.1155
H -0.3506 0.3073 -6.2648
H -0.2509 -0.4152 -4.5782
C 2.2380 -0.9838 3.9608
C 2.8723 -1.5457 5.2086
C 3.5731 -0.4413 6.0179
S 4.1519 0.7158 4.7756
O 5.5714 0.5472 4.6267
O 3.5709 1.9984 5.0925
C 3.3045 -0.0414 3.3440
H 1.3256 -0.4482 4.2248
H 2.0877 -1.7520 3.2044
H 3.5686 -2.3738 5.0482
H 2.0997 -2.0367 5.8094
H 4.3184 -0.8017 6.7202
H 2.8491 0.1005 6.6301
H 3.9855 -0.6637 2.7668
H 2.9554 0.7683 2.7090
C 0.2144 2.2382 -2.6037
C -1.2894 2.6346 -2.3635
C -1.2388 3.8279 -1.4351
S 0.2423 4.8078 -1.9151
O 1.0467 5.0908 -0.7368
O -0.2106 5.8597 -2.8103
C 1.0523 3.4883 -2.8204
H 0.2562 1.5190 -3.4137
H 0.4754 1.8209 -1.6315
H -1.6268 1.7628 -1.8056
H -1.8045 2.6795 -3.3206
H -1.0267 3.4014 -0.4492
H -2.1053 4.4653 -1.2803
H 2.1046 3.4158 -2.5487
H 1.1027 3.7914 -3.8699
C 1.4574 3.9989 3.9097
C 0.5542 3.0366 3.1730
C -0.8492 3.0005 3.7822
S -0.5121 3.1119 5.5428
O -0.4147 1.7382 6.0235
O -1.4341 4.0249 6.1747
C 1.1191 3.9317 5.4178
H 1.3377 5.0202 3.5501
H 2.4754 3.6534 3.7428
H 0.9642 2.0197 3.2025
H 0.5644 3.2744 2.1049
H -1.4337 2.1108 3.6037
H -1.2621 3.9906 3.5722
H 1.8604 3.3923 5.9980
H 0.9432 4.9349 5.7972
N -4.3082 -1.4920 2.0696
C -4.4053 -1.3617 3.4234
C -5.6553 -0.8987 3.7488
C -6.3755 -0.7539 2.5257
C -5.5350 -1.1809 1.5288
H -3.4674 -1.7408 1.5623
H -3.5870 -1.5854 4.0901
H -5.9867 -0.7455 4.7619
H -7.4341 -0.5717 2.4438
H -5.5896 -1.2452 0.4523
N 3.7694 2.8458 -0.2359
C 4.9831 2.2830 -0.5372
C 4.8428 0.9349 -0.3430
C 3.5269 0.6379 0.0595
C 2.8828 1.8602 0.0979
H 3.5248 3.8212 -0.2440
H 5.7582 2.9031 -0.9518
H 5.7112 0.2930 -0.4259
H 3.0931 -0.3316 0.2280
H 1.8646 2.1092 0.3506
N -1.7272 -3.3580 2.8883
C -1.4470 -3.1789 4.2164
C -1.9834 -4.2205 4.9198
C -2.7523 -5.0016 4.0160
C -2.5130 -4.4689 2.7626
H -1.5332 -2.7669 2.0740
H -0.8435 -2.3657 4.5866
H -1.8760 -4.3001 5.9904
H -3.2853 -5.9250 4.1701
H -2.8260 -4.8775 1.8180
N -3.6523 -0.2200 -0.9680
C -4.0883 1.0595 -1.0458
C -4.7767 1.2729 -2.2184
C -4.8652 -0.0311 -2.8020
C -4.2156 -0.9374 -1.9977
H -2.8388 -0.5385 -0.4399
H -3.7851 1.8055 -0.3243
H -5.3390 2.1374 -2.5221
H -5.3755 -0.2692 -3.7260
H -3.9639 -1.9677 -2.1550